[1]
The following is a quantum chemistry calculation of a molecular structure, CH2LiOSm in a non-equilibrium geometry, from the OMol25 dataset.

Each line ends with the Mulliken charge.
Cartesian coordinates (Å):
C: 0.44630 -0.23379 -0.36688  -0.29
O: -0.19744 0.77862 -0.65908  -0.47
H: 0.21346 -1.30629 -0.37206  0.20
Sm: 2.81398 0.21970 0.83496  0.61
Li: -1.85586 1.12008 0.25092  0.38
H: -1.42045 -0.57832 0.31214  -0.42

## Properties
E_LUMO (spin up / spin down) (hartree): -0.0042 / -0.0345
Charge: 0
Orbital gap (spin up / spin down) (hartree): 0.193 / 0.188
Expectation value of S²: 15.760
HOMO (spin up / spin down) (Ha): -0.1977 / -0.2224
Spin multiplicity: 8

---

[2]
The following is a quantum chemistry calculation of a single C18H19FN2O3 molecule, from the OMol25 dataset.

Each line ends with the Mulliken charge.
Cartesian coordinates (Å):
C: -0.64156 -1.79757 2.39824  -1.39
C: -1.27222 -1.22473 1.14586  0.80
O: -0.79379 -1.37878 0.04042  -0.74
N: -2.40766 -0.52904 1.39892  -0.09
C: -3.25687 0.11897 0.47771  0.28
C: -4.62701 -0.03881 0.63265  -0.46
C: -5.51855 0.58702 -0.21847  -0.68
C: -5.03268 1.38900 -1.23370  -0.73
C: -3.67024 1.57377 -1.38935  -0.57
C: -2.75985 0.95093 -0.54019  0.83
O: -1.41503 1.12088 -0.59911  -0.28
C: -0.87235 1.86054 -1.66871  -0.45
H: -1.05192 2.93559 -1.54189  0.41
H: -1.30294 1.54159 -2.62823  0.43
C: 0.64046 1.62993 -1.77398  0.18
O: 1.36655 2.48119 -2.24782  -0.69
N: 1.03505 0.41830 -1.37328  0.08
H: 0.35852 -0.21667 -0.96005  0.35
C: 2.41620 -0.01355 -1.46653  -0.42
C: 3.02968 -0.15508 -0.09215  0.19
C: 2.49489 -1.05339 0.82394  0.03
C: 3.05045 -1.19402 2.08232  -0.81
C: 4.14929 -0.42304 2.41413  0.40
C: 4.69976 0.48160 1.52668  -0.67
C: 4.13016 0.60942 0.27183  -0.35
H: 4.54506 1.31592 -0.43116  0.37
H: 5.55460 1.07009 1.82005  0.43
F: 4.69584 -0.55759 3.64372  -0.34
H: 2.65145 -1.89092 2.80312  0.46
H: 1.63267 -1.64034 0.55053  0.31
C: 2.49534 -1.32644 -2.24687  -1.54
H: 2.13179 -1.17848 -3.26050  0.42
H: 3.52467 -1.67299 -2.28860  0.41
H: 1.88632 -2.08805 -1.76716  0.28
H: 2.94065 0.77678 -2.01495  0.62
H: -3.32005 2.23045 -2.16909  0.39
H: -5.71361 1.88791 -1.90597  0.39
H: -6.58008 0.44887 -0.08690  0.38
H: -4.99143 -0.66812 1.43223  0.38
H: -2.78109 -0.58911 2.33567  0.29
H: -0.02069 -1.02982 2.85764  0.27
H: -0.00916 -2.64006 2.13314  0.36
H: -1.39059 -2.12217 3.11586  0.48

## Properties
E_LUMO (hartree): 0.0193
Charge: 0
Orbital gap (hartree): 0.341
SMILES: CC(=O)Nc1ccccc1OCC(=O)N[C@H](C)c1ccc(F)cc1
HOMO (Ha): -0.3221
Spin multiplicity: 1